No. 1
# C2H2O3

2 unconnected molecules or ions with the total composition C2H2O3 (wB97M-V/def2-TZVPD, OMol25).

XYZ file:
```
7
C2H2O3 (wB97M-V/def2-TZVPD)
C -0.94 0.01 0.64
C 0.69 -0.10 -0.64
O -2.05 -0.30 0.42
O 1.88 0.52 -0.22
O 1.62 -0.88 -0.08
H -0.63 0.55 1.42
H 0.32 -0.32 -1.70
```

M: 74.03 g/mol
Gap between HOMO and LUMO: 9.7 eV
HOMO: -9.47 eV
LUMO energy: 0.009 Ha
2S+1: 1
Net charge: 0
F_max: 5.5 eV/Å

No. 2
# C32H61N10

7 unconnected molecules or ions with the total composition C32H61N10 (wB97M-V/def2-TZVPD, OMol25).

XYZ file:
```
103
C32H61N10 (wB97M-V/def2-TZVPD)
N -5.13 1.09 2.45
C -4.39 0.99 1.15
C -3.33 -0.19 1.23
C -1.93 0.11 0.55
C -0.95 1.07 1.36
C -1.55 1.72 2.67
N -0.36 2.12 3.53
C 0.29 1.22 4.25
N -0.20 0.27 5.22
C 0.88 -0.79 5.16
C 2.14 0.21 5.18
N 1.73 1.13 4.05
H -4.62 1.73 3.07
H -5.13 0.19 2.94
H -5.16 0.86 0.34
H -3.80 1.95 1.06
H -3.77 -1.10 0.70
H -3.17 -0.52 2.31
H -2.07 0.47 -0.52
H -1.40 -0.90 0.45
H -0.70 1.93 0.66
H 0.04 0.57 1.58
H -2.16 1.05 3.32
H -2.06 2.70 2.41
H -0.10 3.11 3.57
H -0.08 0.65 6.18
H 0.87 -1.60 5.94
H 0.84 -1.14 4.08
H 3.11 -0.34 5.01
H 2.19 0.94 6.04
H 1.90 0.51 3.23
C 2.55 -0.25 10.86
C 3.40 -0.05 9.61
C 3.12 1.29 8.92
C 1.69 1.36 8.49
N 0.58 1.42 8.15
H 1.48 -0.28 10.63
H 2.79 -1.20 11.34
H 2.72 0.55 11.59
H 3.21 -0.87 8.92
H 4.45 -0.09 9.89
H 3.76 1.40 8.04
H 3.33 2.12 9.59
C -2.97 -1.10 -5.45
C -4.06 -0.22 -4.86
C -3.69 0.34 -3.48
C -3.47 -0.78 -2.52
N -3.31 -1.66 -1.77
H -2.80 -1.99 -4.83
H -3.27 -1.45 -6.44
H -2.03 -0.56 -5.55
H -4.99 -0.79 -4.79
H -4.25 0.62 -5.54
H -4.49 0.98 -3.10
H -2.78 0.94 -3.54
C -2.09 1.28 10.66
C -2.91 0.20 11.37
C -2.34 -0.18 12.74
C -0.95 -0.72 12.59
N 0.13 -1.13 12.47
H -1.07 0.94 10.46
H -2.55 1.53 9.71
H -2.04 2.18 11.27
H -2.95 -0.69 10.73
H -3.93 0.55 11.49
H -2.96 -0.95 13.20
H -2.32 0.69 13.40
C 1.76 -2.03 -4.15
C 2.52 -1.84 -5.46
C 2.20 -0.50 -6.13
C 0.75 -0.41 -6.45
N -0.39 -0.34 -6.70
H 0.68 -2.04 -4.30
H 2.04 -2.98 -3.69
H 2.00 -1.23 -3.44
H 2.26 -2.66 -6.13
H 3.59 -1.90 -5.27
H 2.77 -0.40 -7.06
H 2.48 0.34 -5.48
C -2.05 3.04 -10.39
C -2.28 1.54 -10.54
C -1.18 0.70 -9.87
C 0.14 1.00 -10.48
N 1.18 1.24 -10.95
H -1.12 3.35 -10.87
H -2.86 3.59 -10.86
H -2.00 3.32 -9.33
H -2.33 1.29 -11.60
H -3.24 1.28 -10.10
H -1.40 -0.37 -9.99
H -1.14 0.91 -8.80
C 6.27 -2.99 -9.90
C 5.19 -2.10 -9.31
C 5.56 -1.54 -7.93
C 5.78 -2.66 -6.97
N 5.95 -3.54 -6.22
H 6.45 -3.88 -9.29
H 5.97 -3.34 -10.89
H 7.21 -2.45 -10.00
H 4.26 -2.67 -9.23
H 5.00 -1.26 -9.99
H 4.76 -0.90 -7.55
H 6.48 -0.95 -7.99
```

M: 585.91 g/mol
Gap between HOMO and LUMO: 7.0 eV
HOMO: -11.38 eV
LUMO energy: -0.160 Ha
2S+1: 1
Net charge: +1
F_max: 2.7 eV/Å

No. 3
# C20H17Cl2N3OPdS

A molecular structure, C20H17Cl2N3OPdS (wB97M-V/def2-TZVPD, OMol25).

XYZ file:
```
45
C20H17Cl2N3OPdS (wB97M-V/def2-TZVPD)
Pd 0.43 -0.51 -0.39
Cl -5.79 -0.36 1.07
C -4.51 0.79 1.40
C -4.87 2.05 1.86
C -3.91 2.98 2.15
Cl -4.42 4.57 2.75
C -2.54 2.70 1.98
C -1.50 3.60 2.26
C -0.20 3.22 2.08
C 0.08 1.94 1.60
N -0.87 1.07 1.30
C -2.16 1.41 1.49
C -3.17 0.36 1.18
O -2.85 -0.77 0.79
H -5.91 2.29 2.00
H -1.74 4.59 2.63
H 0.62 3.91 2.30
H 1.09 1.59 1.44
C 0.72 -0.11 -2.60
C 2.11 0.01 -2.90
C 2.90 -1.09 -3.36
C 4.24 -0.97 -3.64
C 4.91 0.25 -3.50
C 4.16 1.34 -3.07
C 2.82 1.23 -2.78
H 0.22 -0.95 -3.08
H 0.16 0.81 -2.71
H 2.41 -2.05 -3.48
H 4.80 -1.85 -3.97
H 5.97 0.33 -3.71
H 4.66 2.31 -2.94
H 2.27 2.10 -2.42
C -0.66 -2.04 2.64
N -0.19 -2.67 1.44
C -0.76 -3.76 0.82
C -0.02 -4.08 -0.25
N 1.06 -3.20 -0.29
C 0.88 -2.19 0.68
S 2.17 -1.19 1.31
H -1.43 -2.67 3.09
H -1.09 -1.06 2.42
H 0.18 -1.92 3.33
H -1.67 -4.20 1.19
H -0.16 -4.85 -0.99
H 1.56 -2.94 -1.12
```

M: 524.77 g/mol
Gap between HOMO and LUMO: 4.3 eV
HOMO: 0.09 eV
LUMO energy: 0.162 Ha
2S+1: 1
Net charge: -2
F_max: 0.4 eV/Å

The records above yield total energy values of -302.8998; -1803.0879; -2458.2930 a.u., respectively.